{
  "formula": "C22H42N3O3PtSSi2Te",
  "method": "ωB97M-V with the def2-TZVPD basis set",
  "symbols": ["Pt", "N", "C", "C", "C", "O", "O", "H", "H", "H", "H", "H", "H", "C", "C", "C", "N", "C", "S", "N", "C", "O", "C", "C", "C", "C", "C", "C", "H", "H", "H", "H", "H", "H", "H", "H", "H", "H", "H", "H", "H", "H", "C", "Si", "C", "C", "C", "Te", "C", "Si", "C", "C", "C", "H", "H", "H", "H", "H", "H", "H", "H", "H", "H", "H", "H", "H", "H", "H", "H", "H", "H", "H", "H", "H", "H"],
  "positions_angstrom": [[0.804, -0.075, 0.606], [1.680, -0.954, -1.176], [0.658, -0.998, -2.287], [0.393, 0.414, -2.821], [0.495, 1.377, -1.677], [-0.272, 1.023, -0.600], [1.271, 2.297, -1.604], [2.536, -0.539, -1.545], [1.929, -1.912, -0.932], [-0.242, -1.450, -1.872], [1.025, -1.643, -3.084], [-0.606, 0.451, -3.256], [1.114, 0.702, -3.585], [-3.938, 1.196, -1.438], [-4.350, 0.451, -0.174], [-3.191, 0.192, 0.776], [-2.667, 1.486, 1.269], [-1.577, 1.713, 1.920], [-0.491, 0.397, 2.415], [-1.234, 2.946, 2.352], [-1.962, 4.153, 2.099], [-2.884, 4.122, 1.318], [-1.477, 5.341, 2.813], [-0.699, 5.264, 3.974], [-0.321, 6.424, 4.627], [-0.713, 7.661, 4.125], [-1.492, 7.740, 2.977], [-1.881, 6.584, 2.324], [-4.794, 1.331, -2.096], [-3.180, 0.635, -1.991], [-3.539, 2.191, -1.226], [-4.773, -0.521, -0.429], [-5.138, 0.990, 0.358], [-2.380, -0.329, 0.270], [-3.508, -0.395, 1.638], [-3.215, 2.331, 1.062], [-0.468, 2.988, 3.005], [-0.439, 4.314, 4.429], [0.252, 6.368, 5.542], [-0.427, 8.565, 4.645], [-1.807, 8.704, 2.600], [-2.505, 6.629, 1.441], [2.796, 6.281, 1.868], [3.363, 4.845, 0.848], [3.263, 5.070, -0.986], [5.022, 4.166, 1.379], [2.026, 3.436, 1.292], [2.843, 1.634, 0.738], [3.564, 0.971, 2.602], [3.986, -0.895, 2.712], [4.641, -1.272, 4.394], [5.078, -1.347, 1.284], [2.291, -1.747, 2.467], [3.386, 7.163, 1.605], [2.923, 6.102, 2.937], [1.746, 6.517, 1.679], [4.081, 5.713, -1.319], [2.327, 5.553, -1.274], [3.338, 4.134, -1.545], [5.788, 4.921, 1.180], [5.350, 3.280, 0.819], [5.069, 3.949, 2.449], [1.143, 3.619, 0.679], [1.818, 3.434, 2.360], [2.849, 1.288, 3.363], [4.483, 1.552, 2.745], [5.606, -0.784, 4.545], [4.798, -2.347, 4.509], [3.965, -0.944, 5.185], [6.005, -0.769, 1.293], [4.609, -1.201, 0.305], [5.361, -2.400, 1.348], [1.621, -1.756, 3.327], [2.304, -2.733, 2.001], [1.757, -1.067, 1.701]],
  "mulliken_charge": [1.225, -0.565, -0.750, -0.471, -0.231, -0.251, -0.493, 0.310, 0.369, 0.344, 0.447, 0.316, 0.406, -0.828, -0.832, -0.434, 0.032, 0.188, -0.402, 0.096, 0.524, -0.688, 0.591, -0.126, -0.913, -0.457, -0.650, -0.617, 0.409, 0.097, 0.271, 0.402, 0.377, 0.165, 0.438, 0.487, 0.152, 0.493, 0.458, 0.459, 0.455, 0.478, -0.928, 0.023, -0.914, -1.128, -0.482, 0.275, -0.938, 0.009, -1.024, -0.932, 0.768, 0.440, 0.344, 0.274, 0.426, 0.337, 0.304, 0.424, 0.403, 0.359, 0.236, 0.466, 0.574, 0.529, 0.370, 0.369, 0.368, 0.394, 0.278, 0.378, 0.443, 0.436, -1.162],
  "e_lumo_ev": -12.03,
  "relative_energy_kj_mol": 87.9,
  "homo_energy_ev": -16.609,
  "largest_force_ha_per_bohr": 0.00698,
  "total_charge": 3,
  "orbital_gap_ha": 0.1684
}

=====

{
  "formula": "C22H42O15P4",
  "method": "ωB97M-V with the def2-TZVPD basis set",
  "symbols": ["O", "C", "O", "C", "C", "C", "C", "C", "P", "P", "O", "O", "O", "C", "O", "C", "C", "C", "O", "H", "H", "H", "H", "H", "H", "H", "H", "H", "H", "H", "H", "C", "C", "O", "P", "O", "O", "C", "C", "O", "C", "C", "H", "H", "H", "H", "H", "H", "H", "H", "H", "H", "H", "H", "H", "H", "H", "C", "C", "O", "P", "O", "O", "C", "C", "O", "C", "C", "H", "H", "H", "H", "H", "H", "H", "H", "H", "H", "H", "H", "H", "H", "H"],
  "positions_angstrom": [[4.703, 2.221, -0.484], [3.963, 1.465, -1.034], [3.631, 0.286, -0.430], [3.348, 1.811, -2.370], [2.393, 3.010, -2.293], [1.447, 3.037, -1.069], [-0.028, 2.989, -1.395], [-0.690, 1.970, -1.975], [0.142, 0.408, -2.434], [-0.695, -1.196, -1.199], [0.269, -1.447, -0.118], [-2.120, -0.893, -0.548], [-0.836, -2.509, -2.108], [-2.157, 2.049, -2.282], [-2.788, 1.062, -2.583], [-2.843, 3.366, -2.232], [-2.209, 4.360, -1.616], [-0.861, 4.190, -1.030], [-0.450, 5.011, -0.249], [4.018, -0.473, -0.882], [4.182, 2.091, -3.019], [2.911, 0.930, -2.834], [2.988, 3.920, -2.355], [1.792, 3.001, -3.207], [1.593, 3.997, -0.574], [1.650, 2.260, -0.329], [-0.280, 0.168, -3.762], [-1.948, -0.344, 0.229], [-0.249, -2.379, -2.867], [-3.816, 3.475, -2.690], [-2.663, 5.340, -1.521], [-1.549, -7.233, -3.686], [-0.659, -6.327, -2.856], [0.676, -6.824, -2.736], [1.620, -6.855, -4.053], [1.783, -5.447, -4.480], [3.075, -7.157, -3.372], [4.231, -6.402, -3.739], [4.547, -5.364, -2.681], [1.392, -8.369, -4.509], [1.874, -9.521, -3.798], [1.128, -9.829, -2.520], [-1.204, -7.288, -4.722], [-2.574, -6.863, -3.687], [-1.545, -8.249, -3.291], [-0.637, -5.318, -3.276], [-1.057, -6.248, -1.846], [4.100, -5.939, -4.716], [5.060, -7.109, -3.826], [3.658, -4.798, -2.406], [5.313, -4.671, -3.034], [4.911, -5.847, -1.774], [2.945, -9.456, -3.624], [1.734, -10.351, -4.492], [1.386, -9.133, -1.724], [1.392, -10.831, -2.179], [0.050, -9.785, -2.671], [-1.872, 4.248, 2.291], [-1.612, 3.507, 3.590], [-1.627, 4.372, 4.727], [-3.026, 5.059, 5.177], [-3.933, 3.951, 5.546], [-2.612, 5.645, 6.645], [-3.456, 5.447, 7.782], [-2.915, 4.338, 8.661], [-2.873, 6.472, 4.444], [-1.930, 7.489, 4.814], [-0.496, 7.183, 4.446], [-2.880, 4.672, 2.276], [-1.773, 3.572, 1.443], [-1.174, 5.071, 2.164], [-2.341, 2.704, 3.729], [-0.624, 3.047, 3.563], [-4.480, 5.238, 7.474], [-3.472, 6.387, 8.336], [-2.666, 3.454, 8.075], [-3.640, 4.060, 9.428], [-1.998, 4.662, 9.155], [-2.022, 7.747, 5.866], [-2.249, 8.374, 4.260], [-0.063, 6.433, 5.105], [0.104, 8.090, 4.540], [-0.419, 6.819, 3.422]],
  "mulliken_charge": [-0.520, 0.420, -0.437, -0.366, -0.858, -0.861, 0.147, 0.593, -0.187, 0.979, -0.690, -0.520, -0.426, 0.384, -0.511, -0.593, -0.460, 0.116, -0.565, 0.323, 0.375, 0.232, 0.443, 0.378, 0.310, 0.620, 0.054, 0.348, 0.332, 0.467, 0.468, -0.982, -0.171, -0.293, 1.060, -0.815, -0.364, -0.351, -1.072, -0.323, -0.162, -0.919, 0.269, 0.428, 0.165, 0.179, 0.333, 0.360, 0.321, 0.257, 0.362, 0.306, 0.238, 0.344, 0.273, 0.412, 0.148, -0.342, -0.550, -0.246, 1.025, -0.809, -0.362, -0.357, -1.106, -0.304, -0.161, -0.886, 0.273, 0.096, 0.090, 0.294, 0.323, 0.365, 0.335, 0.283, 0.363, 0.300, 0.250, 0.342, 0.275, 0.417, 0.095],
  "e_lumo_ev": -1.83,
  "smiles": "O=C(O)CCCC1=C(PP(=O)(O)O)C(=O)C=CC1=O.CCOP(=O)(OCC)OCC.CCOP(=O)(OCC)OCC",
  "homo_energy_ev": -9.625,
  "largest_force_ha_per_bohr": 0.11643,
  "orbital_gap_ha": 0.2864
}

=====

{
  "formula": "C22H43As3BrN4OPPb",
  "method": "ωB97M-V with the def2-TZVPD basis set",
  "symbols": ["Pb", "C", "As", "C", "C", "C", "C", "C", "As", "C", "C", "C", "As", "C", "C", "H", "H", "H", "H", "H", "H", "H", "H", "H", "H", "H", "H", "H", "H", "H", "H", "H", "H", "H", "H", "H", "H", "H", "H", "H", "H", "H", "O", "C", "C", "C", "N", "C", "Br", "C", "H", "H", "H", "H", "C", "N", "C", "N", "C", "N", "C", "P", "C", "C", "H", "H", "H", "H", "H", "H", "H", "H", "H", "H", "H", "H"],
  "positions_angstrom": [[1.701, 0.736, -1.075], [1.166, 3.544, 1.994], [0.646, 1.739, 1.486], [1.476, 0.727, 2.924], [-1.253, 1.533, 1.948], [-2.335, 2.056, 0.989], [-3.687, 1.904, 1.701], [-2.451, 1.180, -0.274], [-1.115, 1.224, -1.706], [-1.956, -0.025, -2.935], [-1.349, 2.884, -2.694], [-2.079, 3.507, 0.582], [-2.159, 5.126, 1.779], [-4.092, 5.439, 1.735], [-2.064, 4.467, 3.633], [0.617, 4.295, 1.429], [2.231, 3.668, 1.807], [0.978, 3.684, 3.058], [1.022, 0.994, 3.878], [2.537, 0.969, 2.956], [1.364, -0.344, 2.759], [-1.361, 2.022, 2.918], [-1.402, 0.462, 2.120], [-3.898, 0.854, 1.917], [-4.494, 2.288, 1.075], [-3.704, 2.448, 2.642], [-3.391, 1.428, -0.777], [-2.529, 0.126, 0.009], [-2.931, 0.364, -3.228], [-2.094, -0.996, -2.461], [-1.337, -0.140, -3.824], [-2.410, 3.114, -2.774], [-0.941, 2.736, -3.693], [-0.833, 3.713, -2.218], [-2.793, 3.777, -0.205], [-1.092, 3.568, 0.104], [-4.402, 5.642, 0.711], [-4.294, 6.329, 2.328], [-4.671, 4.609, 2.136], [-1.060, 4.133, 3.889], [-2.787, 3.694, 3.884], [-2.277, 5.337, 4.254], [6.069, -3.550, -4.474], [5.124, -2.801, -3.917], [3.859, -2.592, -4.476], [2.965, -1.795, -3.797], [3.225, -1.205, -2.623], [4.440, -1.407, -2.132], [4.852, -0.511, -0.497], [5.424, -2.183, -2.700], [5.791, -3.926, -5.319], [3.583, -3.036, -5.423], [1.981, -1.613, -4.216], [6.395, -2.307, -2.245], [-0.917, -4.307, 0.050], [0.186, -4.308, -0.908], [1.380, -4.850, -0.259], [1.744, -4.130, 0.958], [0.607, -4.131, 1.875], [-0.607, -3.572, 1.277], [-0.492, -2.145, 1.046], [0.891, -1.781, -0.140], [0.425, -2.988, -1.468], [2.221, -2.789, 0.673], [-1.134, -5.341, 0.321], [-1.807, -3.879, -0.416], [2.217, -4.823, -0.960], [1.181, -5.889, 0.004], [0.863, -3.567, 2.775], [0.399, -5.162, 2.163], [-0.317, -1.638, 1.997], [-1.434, -1.767, 0.636], [1.229, -3.040, -2.202], [-0.477, -2.641, -1.981], [2.548, -2.301, 1.595], [3.083, -2.841, 0.006]],
  "mulliken_charge": [0.517, -1.107, 0.303, -1.008, -1.237, 2.280, -1.982, -1.634, 0.466, -1.212, -1.220, -1.813, 0.453, -1.138, -1.014, 0.327, 0.469, 0.323, 0.442, 0.445, 0.117, 0.601, 0.474, 0.431, 0.472, 0.303, 0.734, 0.501, 0.434, 0.287, 0.448, 0.408, 0.477, 0.363, 0.604, 0.075, 0.343, 0.422, 0.331, 0.180, 0.316, 0.436, -0.501, 0.819, -0.557, -0.880, 0.056, 0.012, -0.141, -0.517, 0.323, 0.371, 0.509, 0.504, -0.994, 0.144, -1.043, 0.156, -0.984, 0.117, -0.861, 1.415, -0.800, -0.989, 0.323, 0.396, 0.408, 0.310, 0.414, 0.326, 0.439, 0.394, 0.345, 0.286, 0.342, 0.440],
  "e_lumo_ev": -5.84,
  "relative_energy_kj_mol": 0.0,
  "homo_energy_ev": -13.130,
  "largest_force_ha_per_bohr": 0.00422,
  "total_charge": 2,
  "orbital_gap_ha": 0.2678
}

=====

{
  "formula": "C22H43BClN2O6",
  "method": "ωB97M-V with the def2-TZVPD basis set",
  "symbols": ["O", "C", "O", "C", "C", "N", "C", "N", "Cl", "C", "B", "O", "O", "C", "C", "C", "C", "C", "O", "O", "H", "H", "H", "H", "H", "H", "H", "H", "H", "H", "H", "H", "H", "H", "H", "C", "C", "C", "C", "C", "C", "H", "H", "H", "H", "H", "H", "H", "H", "H", "H", "H", "H", "H", "H", "C", "C", "C", "C", "C", "C", "H", "H", "H", "H", "H", "H", "H", "H", "H", "H", "H", "H", "H", "H"],
  "positions_angstrom": [[-8.255, 4.417, 0.287], [-8.458, 3.764, -0.691], [-7.593, 2.746, -1.069], [-8.398, 1.584, -1.348], [-7.503, 0.481, -1.881], [-6.251, 0.312, -1.106], [-5.156, 0.042, -1.759], [-4.139, -0.048, -0.916], [-2.540, -0.367, -1.285], [-4.648, 0.185, 0.352], [-3.747, 0.190, 1.681], [-3.070, -0.894, 2.159], [-3.663, 1.386, 2.362], [-5.968, 0.395, 0.276], [-6.965, 0.650, 1.365], [-7.744, -0.678, 1.697], [-9.264, -0.622, 1.401], [-9.663, -1.167, 0.033], [-10.492, -0.582, -0.615], [-9.078, -2.314, -0.456], [-9.339, 3.955, -1.328], [-8.914, 1.317, -0.425], [-9.164, 1.806, -2.099], [-8.046, -0.452, -2.043], [-7.194, 0.807, -2.879], [-5.013, -0.113, -2.819], [-2.506, -1.263, 1.468], [-3.391, 2.035, 1.700], [-7.613, 1.498, 1.161], [-6.376, 0.874, 2.257], [-7.302, -1.531, 1.172], [-7.617, -0.884, 2.761], [-9.684, 0.365, 1.586], [-9.750, -1.292, 2.124], [-8.127, -2.150, -0.450], [0.153, 1.003, 0.287], [1.091, -0.099, -0.202], [2.333, -0.264, 0.671], [3.250, 0.959, 0.725], [3.768, 1.438, -0.630], [4.630, 0.404, -1.348], [0.633, 1.982, 0.267], [-0.728, 1.058, -0.353], [-0.182, 0.804, 1.309], [1.375, 0.095, -1.239], [0.543, -1.049, -0.207], [2.898, -1.130, 0.316], [2.021, -0.510, 1.691], [4.103, 0.720, 1.367], [2.728, 1.786, 1.216], [4.365, 2.340, -0.471], [2.936, 1.735, -1.276], [5.495, 0.130, -0.741], [4.999, 0.808, -2.292], [4.069, -0.504, -1.575], [8.560, 0.315, -1.505], [9.808, -0.554, -1.398], [9.509, -1.989, -0.966], [8.882, -2.130, 0.422], [9.699, -1.528, 1.565], [11.063, -2.187, 1.745], [8.055, 0.417, -0.542], [8.823, 1.318, -1.845], [7.852, -0.108, -2.221], [10.522, -0.090, -0.712], [10.299, -0.582, -2.375], [10.435, -2.569, -1.010], [8.836, -2.447, -1.698], [8.723, -3.194, 0.623], [7.887, -1.674, 0.422], [9.131, -1.643, 2.492], [9.828, -0.452, 1.417], [10.955, -3.256, 1.942], [11.591, -1.743, 2.590], [11.692, -2.063, 0.863]],
  "mulliken_charge": [-0.417, 0.085, -0.328, -0.755, -0.883, 0.283, -0.088, 0.166, 0.071, 0.460, 0.676, -0.505, -0.512, -0.633, -0.749, -0.952, -0.471, 0.347, -0.496, -0.490, 0.419, 0.342, 0.563, 0.345, 0.550, 0.472, 0.285, 0.338, 0.327, 0.445, 0.497, 0.454, 0.391, 0.395, 0.320, -0.938, -0.256, -0.906, -0.736, -0.402, -0.995, 0.332, 0.236, 0.230, 0.283, 0.340, 0.344, 0.378, 0.397, 0.309, 0.392, 0.239, 0.104, 0.418, 0.276, -1.121, -0.408, -0.713, -0.505, -0.361, -1.211, 0.223, 0.421, 0.288, 0.253, 0.350, 0.328, 0.364, 0.382, 0.143, 0.359, 0.254, 0.297, 0.375, 0.285],
  "e_lumo_ev": -3.52,
  "homo_energy_ev": -11.989,
  "largest_force_ha_per_bohr": 0.05215,
  "total_charge": 1,
  "orbital_gap_ha": 0.3114
}